Record 1
This record from OMol25 describes 3 unconnected molecules or ions with the total composition C5H8O. The level of theory is ωB97M-V/def2-TZVPD.

The value obtained for the energy above the lowest of the compared OMol25 structures with the same formula, charge and spin is 2.991 eV. The value obtained for the total energy is -7359.2641 eV. As for the LUMO energy: 1.20 eV. The value obtained for the HOMO energy is -9.46 eV.

Each line ends with the Mulliken charge.
Geometry (Å):
O -1.88136 -1.56273 -1.82121  -0.15
C -1.15469 -2.20202 -1.22696  0.13
C -0.78707 0.04962 0.94460  -0.50
C -0.76364 1.19342 -0.04784  -0.36
C 0.77835 1.21680 0.19431  -0.39
C 0.53281 0.06785 1.14961  -0.43
H 1.38584 -2.02947 -0.74710  -0.25
H -1.59581 -0.55960 1.34055  0.44
H -1.05925 0.94113 -1.07267  0.17
H -1.29427 2.10186 0.25731  0.25
H 1.38440 0.97899 -0.68757  0.21
H 1.15626 2.14131 0.64479  0.25
H 2.09565 -1.81023 -0.69348  0.26
H 1.20278 -0.52693 1.76565  0.39

Record 2
This record from OMol25 describes a molecular structure, C24H27AsBCrF5N8S3. The level of theory is ωB97M-V/def2-TZVPD.

As for the multiplicity: 4. The value obtained for the energy above the lowest of the compared OMol25 structures with the same formula, charge and spin is 0.000 eV. Its net charge is -1. The value obtained for the total energy is -173280.2851 eV. As for the LUMO energy (alpha / beta): 2.47 / 2.47 eV. The value obtained for the HOMO energy (alpha / beta) is -5.07 / -5.16 eV.

Each line ends with the Mulliken charge.
Geometry (Å):
Cr -1.61516 0.19814 0.63235  0.32
B -4.59996 1.90553 0.03911  0.35
N -3.68757 2.29647 1.28066  -0.24
C -3.96689 3.18322 2.21332  -0.13
C -2.95247 3.21120 3.18025  -1.46
C -2.06649 2.21296 2.79067  -0.33
N -2.50462 1.67536 1.67958  0.94
N -3.67030 1.78007 -1.13274  -0.60
C -3.82471 2.39621 -2.29770  0.00
C -2.68548 2.12253 -3.12841  -1.44
C -1.88002 1.35322 -2.24448  -1.05
N -2.45024 1.21526 -1.07816  1.31
H -5.36877 2.86252 -0.18527  -0.18
H -5.20454 0.79780 0.22491  -0.17
H -4.84347 3.71557 2.16685  0.52
H -2.82185 3.94244 3.88830  0.47
H -1.12080 1.85948 3.20161  0.33
H -4.74875 2.87700 -2.59269  0.39
H -2.58614 2.54406 -4.12062  0.41
H -0.91253 1.02993 -2.39787  0.70
C -3.39307 -3.29726 -4.01757  -0.97
C -3.80297 -2.58884 -2.80658  0.80
N -4.95207 -2.00000 -2.72655  -0.95
N -4.96393 -1.51022 -1.46413  0.38
C -3.82487 -1.84389 -0.83074  0.38
S -3.47541 -1.37335 0.84421  -0.43
N -3.08854 -2.55559 -1.66224  -0.60
N -0.44076 -1.17958 -0.40977  -0.69
H -2.55421 -2.74199 -4.50054  0.17
H -4.24640 -3.42462 -4.67399  0.31
H -3.01485 -4.28444 -3.65668  0.26
H -5.67884 -0.92640 -1.02499  0.24
H -0.25622 -1.97375 0.19209  0.20
H -0.95855 -1.51340 -1.26671  0.03
S 0.37930 1.47550 0.31543  -0.58
C 0.83618 -0.50775 -2.78548  -1.80
As 1.23328 -0.01035 -0.93935  2.17
C 2.38047 -1.34036 -0.15339  -1.39
C 2.80728 1.34637 -1.46197  -1.86
C 4.08414 0.96970 -0.81716  0.57
C 5.01445 0.09435 -1.38861  -0.22
C 6.15535 -0.38807 -0.71145  -0.42
C 6.40656 0.09983 0.56580  -0.51
C 5.49233 0.98635 1.15536  -0.54
C 4.39371 1.44567 0.47008  -0.40
H 1.10831 0.33500 -3.40075  0.52
H -0.17533 -0.82085 -2.98113  0.61
H 1.57559 -1.30250 -3.01585  0.32
H 2.73639 -1.01844 0.86200  0.01
H 3.28178 -1.39029 -0.73932  0.56
H 1.94689 -2.30164 0.10310  0.60
H 2.43197 2.33249 -1.12068  0.52
H 2.88052 1.30805 -2.51723  0.48
H 4.81794 -0.34672 -2.36137  0.28
H 6.69799 -1.23592 -1.12796  0.36
H 7.30135 -0.28850 1.02850  0.35
H 5.56634 1.24302 2.19114  0.45
H 3.65207 2.09772 0.90780  0.36
F 4.65963 -1.38233 4.72927  -0.38
C 3.40957 -1.28143 4.16213  0.76
C 2.82127 -2.41572 3.65717  0.27
F 3.44695 -3.61937 3.61592  -0.32
C 1.54287 -2.28899 3.07478  0.02
F 1.01719 -3.40005 2.47202  -0.42
C 0.79533 -1.09633 3.13391  0.71
S -0.87941 -1.10708 2.61832  -0.42
C 1.45891 -0.05475 3.62731  -0.12
F 0.86288 1.14789 3.66474  -0.35
C 2.72960 -0.11474 4.17666  -0.12
F 3.29179 0.86461 4.87472  -0.37

Record 3
This record from OMol25 describes a molecular structure, C50H122Br6O32P8. The level of theory is ωB97M-V/def2-TZVPD.

The value obtained for the total energy is -613927.5092 eV. As for the LUMO energy: -0.59 eV. The value obtained for the HOMO energy is -10.18 eV.

Each line ends with the Mulliken charge.
Geometry (Å):
C 2.85852 -1.86962 -4.55713  1.05
Br 3.69483 -3.44251 -3.76513  -0.01
Br 1.92696 -2.34603 -6.28852  -0.04
Br 4.13983 -0.35641 -4.88726  -0.07
H 2.08708 -1.50616 -3.87826  -0.91
C 1.51168 4.73331 -1.11855  -0.66
Br 2.48666 3.75754 0.36746  -0.13
Br 1.67384 6.65394 -0.52761  -0.10
Br -0.28164 4.04373 -1.22175  0.22
H 1.96478 4.61700 -2.10307  0.74
C 3.01326 -10.28926 3.34872  -1.12
C 1.54584 -10.17730 2.80345  -0.36
O 1.50401 -9.32391 1.67000  -0.27
P 0.16039 -8.52770 1.22627  0.59
O -1.07677 -8.98367 1.97494  -0.75
O 0.58047 -6.93876 1.38176  -0.11
C 0.66585 -6.52012 2.81274  0.27
C -0.70371 -6.30282 3.56276  -1.04
O 0.13864 -8.74444 -0.33727  0.04
C -0.97250 -8.48349 -1.14479  -0.47
C -1.38859 -6.97620 -1.26513  -1.20
H 3.71249 -10.69186 2.61585  0.29
H 3.40395 -9.40005 3.84344  0.24
H 3.01029 -11.06018 4.11929  0.40
H 1.13923 -11.14152 2.49840  0.41
H 0.80717 -9.88923 3.55143  0.34
H 1.34780 -7.23841 3.26782  0.05
H 1.28488 -5.62975 2.92296  -0.06
H -1.16626 -5.46538 3.04041  0.27
H -1.29484 -7.20845 3.69875  0.43
H -0.55790 -5.98788 4.59603  0.24
H -0.80387 -8.69558 -2.20057  0.26
H -1.87955 -9.05957 -0.96182  0.29
H -1.89215 -6.60362 -2.15716  0.52
H -1.99162 -6.63617 -0.42321  0.46
H -0.44183 -6.44291 -1.17951  0.27
C 6.64643 6.93130 0.60618  -1.33
C 5.50777 6.54941 -0.47459  0.07
O 6.02698 5.70090 -1.48423  -0.05
P 5.44999 5.48885 -2.93873  0.51
O 3.93597 5.42921 -3.03022  -0.56
O 6.04312 6.79724 -3.72588  -0.37
C 7.48903 7.02043 -3.79366  -0.26
C 8.21344 6.18769 -4.92172  -1.01
O 6.21540 4.12418 -3.44356  -0.28
C 6.39837 2.95432 -2.57791  -0.50
C 5.04894 2.18735 -2.28201  -0.65
H 7.46842 7.58920 0.32407  0.32
H 6.19176 7.20791 1.55742  0.39
H 7.15256 5.99972 0.85933  0.35
H 4.67497 6.16955 0.11722  0.00
H 5.06384 7.44786 -0.90332  0.35
H 7.72037 8.08178 -3.88369  0.44
H 7.94148 6.63632 -2.87941  0.17
H 8.01095 5.12851 -4.76288  0.25
H 7.85594 6.69955 -5.81520  0.26
H 9.30064 6.26565 -4.92683  0.37
H 7.07868 2.22063 -3.01031  0.43
H 6.81330 3.22375 -1.60665  0.28
H 4.52068 2.65432 -1.45075  0.03
H 4.44375 2.08423 -3.18268  0.11
H 5.18325 1.12166 -2.09667  0.62
C -7.11430 7.48404 -5.84815  -0.96
C -6.91274 7.47898 -4.22107  -0.44
O -5.65353 6.95137 -3.78778  -0.34
P -5.49965 5.41163 -3.14180  0.69
O -6.39800 5.06067 -1.99976  -0.73
O -5.64567 4.37569 -4.37788  -0.20
C -5.66762 2.93198 -4.28676  0.22
C -6.01114 2.51058 -5.70553  -1.32
O -3.88385 5.36235 -2.88359  -0.15
C -3.39111 5.70568 -1.56461  0.59
C -2.45330 6.90885 -1.61935  -1.06
H -6.92630 8.48859 -6.22714  0.29
H -6.62740 6.62304 -6.30609  0.28
H -8.15555 7.22184 -6.03565  0.34
H -6.99686 8.51114 -3.88097  0.37
H -7.69236 6.92917 -3.69383  0.34
H -4.66584 2.79949 -3.87810  0.06
H -6.46184 2.66069 -3.59127  0.30
H -5.27586 2.65713 -6.49673  0.32
H -6.20556 1.44008 -5.63970  0.39
H -6.89868 3.04650 -6.04190  0.31
H -4.21549 6.15420 -1.01024  0.36
H -2.94009 4.85982 -1.04575  -0.50
H -2.53628 7.23608 -2.65576  0.47
H -2.75388 7.72524 -0.96266  0.25
H -1.38045 6.74250 -1.52224  0.01
C -3.72844 2.23742 -0.07472  -0.08
C -3.50493 1.33644 -1.28933  -0.55
O -2.88190 0.01428 -1.06013  -0.33
P -1.61113 -0.27725 -1.99652  0.58
O -1.89307 -0.17666 -3.43685  -0.82
O -1.11219 -1.77902 -1.56628  -0.18
C -1.36120 -2.98148 -2.34528  -0.40
C -0.00823 -3.43423 -2.90641  0.06
O -0.51517 0.68591 -1.30250  0.19
C 0.82694 0.44109 -1.30716  0.12
C 1.59090 0.84138 -2.58654  -0.65
H -2.69818 2.47901 0.18663  -0.18
H -4.27714 3.12732 -0.38312  0.02
H -4.30849 1.84083 0.75855  0.26
H -4.32815 1.13564 -1.97496  0.45
H -2.89945 1.98128 -1.92627  0.22
H -1.81600 -3.74844 -1.71835  0.20
H -2.01775 -2.76123 -3.18703  0.42
H 0.43327 -2.72206 -3.60354  -0.02
H 0.72706 -3.44502 -2.10184  0.35
H 0.09742 -4.36667 -3.46093  -0.36
H 1.36815 0.83054 -0.44488  0.26
H 0.93983 -0.62830 -1.12895  -0.05
H 0.99535 0.49414 -3.43084  0.29
H 1.65568 1.90591 -2.81167  0.08
H 2.55235 0.33594 -2.67732  0.09
C -5.82043 5.25092 3.34193  -1.37
C -4.69473 4.70369 4.25346  -0.31
O -4.40816 3.48597 3.56762  0.12
P -4.38141 2.20280 4.56580  0.61
O -5.09670 2.31120 5.86402  -0.79
O -4.83827 0.91552 3.57141  -0.21
C -5.50877 -0.19031 4.14669  -0.43
C -7.03319 0.06818 4.06185  -0.97
O -2.80791 1.96243 4.67551  -0.42
C -1.98843 1.85852 3.50481  0.62
C -0.61964 2.38304 3.60033  -1.18
H -6.14754 6.25051 3.62816  0.44
H -5.60593 5.42847 2.28810  0.24
H -6.71170 4.64528 3.50605  0.34
H -3.82680 5.33440 4.44582  0.27
H -5.07187 4.49547 5.25472  0.62
H -5.14545 -1.06763 3.61152  0.41
H -5.25857 -0.51582 5.15642  0.32
H -7.27465 1.12994 4.11152  0.25
H -7.36524 -0.12092 3.04102  0.30
H -7.66607 -0.36436 4.83674  0.33
H -1.77727 0.88442 3.06361  0.22
H -2.47629 2.23531 2.60585  -0.19
H -0.10570 1.77140 4.34186  0.42
H 0.01158 2.26246 2.71992  0.21
H -0.62507 3.40388 3.98239  0.17
C 5.37628 -4.01608 4.00831  -0.82
C 4.86304 -4.03638 5.42578  -0.27
O 3.47896 -4.43891 5.36614  -0.20
P 2.25649 -3.40501 5.35225  0.61
O 2.47191 -2.00526 5.72791  -0.81
O 1.73147 -3.52074 3.79379  0.11
C 2.05325 -2.41560 2.92482  -0.36
C 1.22395 -2.65665 1.66983  -0.82
O 1.08875 -4.18068 6.16512  -0.21
C 1.15600 -4.63594 7.48806  -0.40
C 1.44107 -6.18683 7.36456  -0.89
H 5.58183 -5.00513 3.59889  0.31
H 4.65627 -3.65158 3.27563  0.00
H 6.35779 -3.54596 3.94727  0.36
H 5.49569 -4.78267 5.90630  0.29
H 4.88056 -3.02641 5.83533  0.38
H 1.78733 -1.50516 3.46193  0.42
H 3.10053 -2.54163 2.65016  0.16
H 1.86255 -3.29997 1.06450  0.32
H 0.35955 -3.27578 1.90982  0.22
H 0.99065 -1.90716 0.91357  0.09
H 1.84913 -3.96938 8.00125  0.36
H 0.18499 -4.51494 7.96827  0.30
H 1.97937 -6.46886 6.45969  0.19
H 1.95356 -6.73356 8.15610  0.34
H 0.46113 -6.63415 7.19808  0.32
C 0.19334 -6.60155 -5.22171  -1.06
C 1.32989 -6.62066 -4.17884  0.62
O 2.23202 -7.57504 -4.84919  -0.44
P 1.99936 -9.15145 -4.71298  0.63
O 1.60470 -9.52547 -3.31590  -0.43
O 0.86531 -9.38293 -5.93363  -0.11
C 0.85051 -10.57823 -6.67794  0.08
C -0.52421 -10.41644 -7.33625  -1.46
O 3.33561 -9.84668 -5.30301  -0.37
C 3.90932 -10.91044 -4.52107  -0.34
C 3.41227 -12.31598 -4.99583  -0.96
H -0.59060 -7.24822 -4.82755  0.23
H -0.20606 -5.61032 -5.43628  0.44
H 0.52669 -6.87068 -6.22398  0.33
H 1.83071 -5.65404 -4.23293  -0.36
H 1.10152 -7.03719 -3.19780  0.18
H 1.65926 -10.46651 -7.40012  0.28
H 0.89288 -11.50124 -6.09971  0.15
H -0.70343 -11.39486 -7.78197  0.46
H -1.42614 -10.41576 -6.72418  0.33
H -0.59032 -9.64099 -8.09941  0.32
H 4.98822 -10.78360 -4.43175  0.47
H 3.78444 -10.92511 -3.43834  0.23
H 3.92022 -13.11037 -4.44899  0.40
H 2.35168 -12.35120 -4.74683  0.21
H 3.56806 -12.53286 -6.05261  0.25
C 1.91497 10.47991 3.73075  -1.13
C 0.36448 10.24812 3.44097  -0.28
O 0.29564 8.84437 3.47291  -0.20
P -1.12815 8.10661 3.70322  1.15
O -2.28212 8.59920 2.87394  -0.73
O -1.37675 8.07942 5.28217  -0.35
C -2.60503 8.48658 5.84944  -0.02
C -2.63025 8.32148 7.37102  -1.27
O -0.83936 6.58063 3.37331  -0.52
C -0.86648 6.27988 2.06336  -0.50
C -2.18625 5.57427 1.74343  0.45
H 1.89760 11.56970 3.71774  0.39
H 2.38571 10.14950 4.65668  0.31
H 2.52428 10.12567 2.89927  0.27
H -0.43427 10.65462 4.06133  0.35
H 0.08299 10.50190 2.41898  0.27
H -2.67404 9.51717 5.50128  0.33
H -3.46611 8.02774 5.36354  0.23
H -2.29330 7.29154 7.48843  0.33
H -1.92449 8.92231 7.94462  0.31
H -3.63283 8.37579 7.79525  0.36
H -0.63572 7.15515 1.45611  0.45
H -0.02514 5.58952 2.12377  0.15
H -1.97288 4.90069 0.91345  -0.39
H -2.63326 5.06905 2.59961  -0.41
H -3.03787 6.24044 1.60536  0.46